# 1
26
Properties=species:S:1:pos:R:3 method="wB97M-V/def2-TZVPD" homo_ev="-5.21 / -5.24" gap_ev="8.052 / 8.077" spin_multiplicity=3 e_tot_ha=-3758.612010 s2=2.0031 charge=-1
C 0.8755 -2.3302 -0.4550
C 1.7381 -1.4465 -1.1830
C 2.5222 -0.6982 -0.2289
H 1.6465 -1.2273 -2.2428
C 2.1120 -1.1037 1.0975
C 1.0951 -2.1113 0.9552
H 0.4745 -2.5010 1.7508
H 0.0984 -2.9456 -0.8920
H 3.0311 0.2445 -0.4611
H 2.3366 -0.5667 2.0204
Pr 0.1645 0.3524 -0.0894
Br 0.7818 1.8608 -2.6122
C -2.3917 1.0824 0.2409
C -2.3118 -0.0296 1.1661
C -2.1915 -1.2351 0.3942
H -2.1036 0.0453 2.2282
C -2.1705 -0.8765 -1.0031
C -2.2973 0.5519 -1.0969
H -2.1207 1.1244 -1.9993
H -2.1810 2.1241 0.4975
H -1.9883 -2.2179 0.7831
H -1.9360 -1.5371 -1.8332
O 0.4186 4.2945 0.5867
N 1.2367 3.4323 0.7199
O 2.4048 3.5728 0.6427
O 0.7559 2.1413 1.0139

=====

# 2
58
Properties=species:S:1:pos:R:3 method="wB97M-V/def2-TZVPD" homo_ev="0.34 / -6.68" gap_ev="1.851 / 8.839" spin_multiplicity=2 e_tot_ha=-3245.292227 s2=0.7509 charge=-1
C -1.3068 1.5251 -2.5756
Cl -0.5428 3.0216 -3.3813
Cl -2.4307 2.0539 -1.2792
H -1.7831 0.8676 -3.3029
H -0.5776 0.8223 -2.1728
C -4.2433 3.5930 2.8462
Cl -4.9398 3.4044 4.4159
Cl -3.5862 2.1051 2.2027
H -5.0631 4.0162 2.2657
H -3.4256 4.3100 2.9195
F -1.5729 -7.9318 2.0673
C -1.6643 -6.6759 1.5640
C -2.3555 -5.7116 2.3294
C -2.4690 -4.3973 1.8269
C -1.9086 -4.1460 0.5772
C -1.2507 -5.1018 -0.1959
C -1.0837 -6.3702 0.3336
H -2.8151 -6.0734 3.2373
H -2.8448 -3.5561 2.3905
H -2.0759 -3.1499 0.1946
H -0.8068 -4.7456 -1.1138
H -0.4738 -7.0637 -0.2264
F 0.4700 7.1108 -1.9370
C -0.1909 6.8700 -0.7834
C -0.2426 7.9531 0.1538
C -0.9313 7.8095 1.3625
C -1.3942 6.5559 1.6879
C -1.1974 5.4919 0.8437
C -0.6234 5.6105 -0.4267
H 0.2555 8.8932 -0.0319
H -1.0052 8.5976 2.0973
H -1.8223 6.2587 2.6339
H -1.7655 4.6036 1.0774
H -0.4937 4.7798 -1.1045
F 5.0301 -4.9395 0.3925
C 4.5234 -4.4138 -0.7235
C 5.3594 -3.9992 -1.7327
C 4.8312 -3.4131 -2.9031
C 3.4398 -3.3978 -3.0326
C 2.5590 -3.9741 -2.0797
C 3.1364 -4.4374 -0.9011
H 6.4188 -4.0967 -1.5465
H 5.4901 -3.0252 -3.6658
H 2.9088 -2.9469 -3.8578
H 1.5109 -3.7505 -2.2132
H 2.5965 -4.8440 -0.0588
F 0.7345 -2.2557 -0.1889
C 0.7832 -0.8817 -0.0157
C 1.8613 -0.1877 -0.4729
C 2.0089 1.1928 -0.2821
C 0.9562 1.8860 0.3145
C -0.1865 1.2293 0.8020
C -0.2402 -0.1573 0.6518
H 2.6374 -0.7190 -1.0036
H 2.8740 1.7604 -0.5914
H 1.0990 2.9426 0.4866
H -1.0066 1.7683 1.2530
H -1.1646 -0.6701 0.8731

=====

# 3
32
Properties=species:S:1:pos:R:3 method="wB97M-V/def2-TZVPD" homo_ev=-9.60 e_above_lowest_kcal_mol=43.1 gap_ev=10.081 spin_multiplicity=1 smiles="CC(C)=O.CC(C)=O.CO.CO" e_tot_ha=-617.669824 charge=0
C -2.9524 0.3435 -0.2553
C -3.3542 0.2825 -1.7191
O -2.7067 -0.3482 -2.5428
C -4.6858 0.9281 -2.0901
H -2.9237 -0.7144 0.0056
H -3.4732 0.9953 0.4461
H -1.9003 0.5835 -0.4091
H -4.6015 2.0125 -2.0180
H -5.5468 0.4725 -1.6011
H -4.8290 0.9434 -3.1706
C 6.2067 1.0833 3.4183
C 5.8857 0.4504 2.0927
O 6.7201 0.1524 1.3434
C 4.3750 0.2746 1.8572
H 7.1851 1.5535 3.5176
H 5.9769 0.3899 4.2272
H 5.5201 1.9250 3.5094
H 3.7140 1.0484 2.2477
H 3.9973 -0.7293 2.0510
H 4.3618 0.3950 0.7739
C -2.8766 -3.1726 -7.5186
O -1.6272 -3.0585 -8.0151
H -2.9746 -2.2820 -6.8978
H -3.6660 -3.2042 -8.2695
H -2.9214 -4.0737 -6.9069
H -1.1861 -2.9252 -7.1729
C -0.1915 1.4239 5.3662
O -0.4253 -0.0064 5.3824
H 0.7484 1.7800 5.7878
H -0.2853 1.8526 4.3684
H -1.0717 1.8216 5.8712
H -0.4916 -0.1975 6.3208

=====

# 4
14
Properties=species:S:1:pos:R:3 method="wB97M-V/def2-TZVPD" homo_ev=-8.80 e_above_lowest_kcal_mol=46.0 gap_ev=9.803 spin_multiplicity=1 smiles="C=N.CCS" e_tot_ha=-572.566713 charge=0
C -1.2311 -2.6367 2.1639
N -0.7594 -1.4090 2.2634
H -1.5084 -3.3341 3.0107
H -1.5088 -3.0369 1.1847
H 0.0090 2.1099 -3.6722
H -0.5005 -1.3129 3.2224
C 1.1232 1.4113 -0.3646
C 0.3891 0.7393 -1.5318
S -0.6166 2.0956 -2.3800
H 0.7038 1.1521 0.6792
H 0.8888 2.5033 -0.4568
H 2.2599 1.3204 -0.3170
H -0.3274 -0.0814 -1.3816
H 1.0784 0.4791 -2.4203

=====

# 5
16
Properties=species:S:1:pos:R:3 method="wB97M-V/def2-TZVPD" homo_ev="-6.96 / -6.96" e_above_lowest_kcal_mol=0.0 gap_ev="5.993 / 5.994" spin_multiplicity=1 e_tot_ha=-3456.579071 charge=0
C 2.0092 0.0688 -0.5980
C -0.9915 1.2726 -0.8954
C -0.4960 -1.9436 -0.2707
O -1.0120 2.1133 1.8575
Si 0.1275 -0.1923 -0.6056
S -0.0727 1.1702 2.5533
Br -1.2138 -0.7180 3.0607
H 2.5348 -0.7874 -1.0134
H 2.2887 0.9465 -1.1756
H 2.3783 0.2182 0.4134
H -0.5470 2.0206 -1.5497
H -1.9611 0.9914 -1.2960
H -1.1651 1.7628 0.0893
H -1.1763 -1.9493 0.5810
H -1.0293 -2.3589 -1.1228
H 0.3263 -2.6149 -0.0278

=====

# 6
72
Properties=species:S:1:pos:R:3 method="wB97M-V/def2-TZVPD" homo_ev="-12.27 / -12.26" e_above_lowest_kcal_mol=119.9 gap_ev="3.001 / 2.999" spin_multiplicity=1 e_tot_ha=-2782.126051 charge=+2
Os -1.8541 0.5158 0.2546
N 5.0087 -2.2400 -4.5649
C 4.3494 -1.6387 -3.5631
C 5.0290 -0.8391 -2.6217
C 4.3610 -0.2722 -1.5599
C 2.9975 -0.4844 -1.4350
C 2.2925 -1.2227 -2.3766
C 2.9551 -1.7994 -3.4316
S 2.0380 0.0016 -0.0339
O 2.9057 1.0783 0.6894
O 1.7408 -1.1407 0.7784
N 0.6325 0.6070 -0.4570
C 0.5477 1.7641 -1.1417
N -0.6297 2.3918 -0.9944
C -0.8012 3.5554 -1.5969
C 0.1846 4.1022 -2.4050
C 1.3549 3.3627 -2.5262
N 1.5456 2.2198 -1.8911
H 6.0042 -2.1361 -4.6563
H 4.5227 -2.7980 -5.2442
H 6.0867 -0.6794 -2.7423
H 4.8779 0.3256 -0.8281
H 1.2271 -1.3283 -2.2514
H 2.4165 -2.3807 -4.1641
H -1.7415 4.0557 -1.4039
H 0.0434 5.0472 -2.9023
H 2.1783 3.6962 -3.1455
O -3.1067 3.7960 2.3896
C -2.7135 2.6924 2.1381
O -2.7905 2.1326 0.9732
C -2.0746 1.8192 3.2710
P -1.2894 0.3301 2.5064
C -2.1980 -1.1021 3.1877
C -3.5037 -1.1632 2.6797
C -4.3288 -2.2282 2.9792
C -3.8515 -3.2668 3.7670
C -2.5694 -3.2096 4.2828
C -1.7432 -2.1294 4.0055
C 0.4969 0.4915 2.8673
C 1.2841 -0.4105 3.5949
C 2.6524 -0.1550 3.7750
C 3.2814 0.8302 3.0857
C 2.5538 1.6256 2.0700
C 1.0849 1.5453 2.2109
H -2.8749 1.5262 3.9611
H -1.3641 2.4361 3.8301
H -3.8730 -0.3517 2.0512
H -5.3379 -2.2526 2.5996
H -4.4860 -4.1104 3.9836
H -2.2033 -4.0105 4.9076
H -0.7621 -2.1067 4.4477
H 0.8568 -1.2873 4.0448
H 3.2119 -0.7744 4.4601
H 4.3361 1.0136 3.2122
H 2.9422 2.6462 1.9763
H 0.4901 2.2674 1.6710
N -0.6877 -3.2868 -1.1802
C -0.8311 -2.5324 -0.0858
N -1.3655 -1.3768 -0.4392
C -1.5289 -1.4790 -1.8044
N -1.1115 -2.6369 -2.2586
C -2.1447 -0.3724 -2.5064
C -2.2181 -0.2144 -3.8928
N -2.8225 0.8244 -4.4245
C -3.4001 1.7028 -3.6233
C -3.3131 1.5897 -2.2373
N -2.6574 0.5732 -1.6909
H -0.3333 -4.2306 -1.2653
H -0.5405 -2.8155 0.9065
H -1.7659 -0.9294 -4.5666
H -3.9250 2.5199 -4.0949
H -3.7484 2.3074 -1.5537

=====

# 7
83
Properties=species:S:1:pos:R:3 method="wB97M-V/def2-TZVPD" homo_ev="-12.12 / -12.12" e_above_lowest_kcal_mol=218.1 gap_ev="3.467 / 3.467" spin_multiplicity=1 e_tot_ha=-4616.381239 charge=+2
N -7.2469 5.7411 -6.9140
C -6.8552 6.3052 -5.7595
C -6.0906 5.6476 -4.7893
C -5.6856 4.3087 -4.9988
C -6.1017 3.7197 -6.2172
C -6.8643 4.4665 -7.1185
C -4.8858 3.6242 -3.9844
Ba 0.0000 0.0000 0.0000
P 6.2123 -0.9408 -1.0593
C -3.6808 3.0242 -4.1811
C -2.8618 2.3371 -3.1860
C -1.7484 1.5759 -3.6153
C -0.9275 0.9003 -2.7043
C -1.1774 0.9532 -1.3149
C -2.2928 1.7131 -0.8850
C -3.1146 2.3866 -1.7928
Br 1.4911 -1.2062 1.6728
H -5.3283 3.6137 -2.9802
H -3.2477 3.0434 -5.1902
H -5.8052 6.1688 -3.8684
H -5.8346 2.6873 -6.4639
H -7.1697 7.3456 -5.5968
H -7.1886 4.0119 -8.0650
H -1.5285 1.5200 -4.6889
H -3.9678 2.9609 -1.4148
H -0.0753 0.3238 -3.0833
H -2.5232 1.7790 0.1850
P -0.4557 -2.0473 -1.0180
C 5.6226 0.8386 -0.9249
C 6.6725 1.8612 -1.3786
H 5.2943 1.0446 0.1133
H 4.7230 0.9137 -1.5646
H 6.4981 2.8443 -0.9056
H 7.6952 1.5419 -1.1076
H 6.6457 1.9979 -2.4740
C 5.3453 -1.3651 -2.6717
C 5.9846 -2.5242 -3.4471
H 5.3832 -0.4417 -3.2812
H 4.2753 -1.5726 -2.4712
H 5.6980 -2.4899 -4.5136
H 7.0870 -2.4838 -3.3889
H 5.6629 -3.5030 -3.0507
C 5.0437 -1.7269 0.1907
C 5.7107 -2.0993 1.5225
H 4.5497 -2.6058 -0.2690
H 4.2493 -0.9797 0.3768
H 5.1450 -2.8962 2.0385
H 6.7426 -2.4631 1.3776
H 5.7607 -1.2249 2.1949
C -0.3942 -3.4334 0.2202
C -1.5458 -4.4462 0.2605
H -0.3225 -2.9089 1.1894
H 0.5788 -3.9328 0.0516
H -2.4748 -3.9715 0.6183
H -1.7472 -4.9064 -0.7205
H -1.2991 -5.2577 0.9683
C 0.6566 -2.5360 -2.4257
C 0.0948 -2.5301 -3.8532
H 1.0115 -3.5483 -2.1627
H 1.5480 -1.8877 -2.3377
H -0.3852 -3.4927 -4.0989
H -0.6448 -1.7299 -4.0160
H 0.9170 -2.3794 -4.5751
C -2.1851 -1.9452 -1.6953
C -3.3256 -1.4582 -0.7930
H -2.3955 -2.9711 -2.0487
H -2.0823 -1.3353 -2.6115
H -4.0716 -0.8770 -1.3618
H -3.8483 -2.2874 -0.2905
H -2.9196 -0.7943 -0.0088
N -2.4120 1.6668 6.5817
C -1.9297 1.3289 5.2929
C -1.1112 0.2149 5.1162
C -0.6438 -0.1023 3.8396
N -0.9769 0.6591 2.7505
C -1.7784 1.7524 2.9194
C -2.2645 2.1056 4.1824
H -2.1645 1.0942 7.4026
H -3.0170 2.4896 6.7181
H -0.8378 -0.4080 5.9592
H -0.0320 -0.9793 3.7504
H -2.0334 2.3832 2.0924
H -2.8930 2.9801 4.2925

=====

# 8
17
Properties=species:S:1:pos:R:3 method="wB97M-V/def2-TZVPD" homo_ev=-14.26 e_above_lowest_kcal_mol=0.0 gap_ev=10.067 spin_multiplicity=1 smiles="[NH3+][C@H]1[C@H](F)C=NC(=O)N1O" e_tot_ha=-570.851553 charge=+1
C 0.6744 -1.9985 0.1251
C 1.9385 -0.1424 -0.0509
C -0.7220 -1.2205 -0.2431
C -0.6082 0.1718 0.3507
N 1.8129 -1.4805 0.0758
N 0.7745 0.5916 0.1362
N -1.5338 1.2385 -0.2822
O 2.9565 0.4014 -0.3046
O 0.7636 1.9383 0.5966
F -1.6920 -1.8738 0.3881
H 0.6830 -3.0880 0.2328
H -0.9933 -1.3142 -1.4041
H -0.7521 0.2115 1.4030
H -2.5901 0.9478 -0.1816
H -1.3491 1.2254 -1.3564
H -1.0298 2.0805 0.2402
H 1.6671 2.3111 0.2744